Entry 1:
48
Properties=species:S:1:pos:R:3:forces:R:3 method="wB97M-V/def2-TZVPD" de_lowest_kcal_mol=33.7 e_tot_ev=-24584.9474 total_charge=0 gap_ev=9.05
C -8.2808 -0.7893 0.6197 0.075 -0.143 -0.216
C -7.4308 -1.7597 -0.1919 0.073 -0.033 0.182
C -6.0477 -2.0051 0.4140 -0.049 0.133 -0.043
C -5.1577 -0.7658 0.5264 -0.016 -0.228 -0.253
C -4.8232 -0.1359 -0.8242 -0.013 0.241 0.299
H -4.3948 -0.8959 -1.4824 -0.034 -0.055 -0.104
C -3.8520 1.0409 -0.7120 0.071 -0.340 -0.114
C -2.4199 0.6195 -0.3906 -0.097 0.396 -0.031
C -1.4802 1.8202 -0.3350 0.172 -0.246 0.115
C -0.0422 1.4006 -0.0495 -0.453 0.305 -0.138
C 0.8746 2.5902 0.0815 -0.062 -0.321 0.007
O 0.5314 3.7496 0.1174 -0.106 0.109 -0.012
N 2.2070 2.2740 0.1772 1.021 0.785 0.210
N 2.6426 1.0094 0.1249 -0.026 -0.686 -0.130
C 3.8793 0.7010 0.2222 -0.187 0.682 0.041
C 4.1846 -0.7252 0.0931 0.053 -0.744 -0.053
C 5.4394 -1.1888 -0.3102 -0.353 0.431 0.141
N 5.7419 -2.4661 -0.4381 0.460 -0.335 -0.165
C 4.8094 -3.3659 -0.1789 -0.189 -0.125 0.030
C 3.5185 -3.0276 0.2050 0.043 0.103 0.000
C 3.2046 -1.6898 0.3437 0.227 0.026 -0.032
H 2.2205 -1.3687 0.6478 -0.086 0.004 0.026
H 2.7832 -3.7939 0.3957 -0.046 -0.073 0.024
H 5.1130 -4.3985 -0.2887 -0.068 -0.113 0.013
H 6.2392 -0.5057 -0.5635 0.018 0.175 0.043
C 5.0040 1.6781 0.4384 -0.283 0.024 -0.060
H 4.6932 2.4758 1.1132 0.044 0.052 0.023
H 5.3063 2.1281 -0.5082 0.081 0.071 -0.024
H 5.8628 1.1803 0.8779 0.045 0.032 0.012
H 2.8512 3.0598 0.2720 -0.224 -0.195 -0.043
H 0.0126 0.8368 0.8853 0.063 -0.098 -0.034
H 0.3440 0.7534 -0.8391 -0.007 -0.071 0.093
H -1.5121 2.3592 -1.2837 -0.044 0.081 0.011
H -1.8090 2.5129 0.4416 -0.036 0.069 -0.057
H -2.0714 -0.0788 -1.1558 0.015 -0.113 -0.006
H -2.3921 0.1009 0.5695 0.047 -0.107 0.029
H -4.2075 1.7296 0.0578 -0.031 0.107 0.006
H -3.8470 1.5840 -1.6603 0.005 0.099 0.017
H -5.7438 0.2230 -1.2875 -0.045 -0.064 -0.095
H -5.6401 -0.0211 1.1616 0.037 0.079 0.090
H -4.2325 -1.0662 1.0223 0.014 0.063 0.089
H -5.5312 -2.7525 -0.1941 0.049 -0.068 0.055
H -6.1773 -2.4280 1.4138 0.007 -0.100 0.004
H -7.3270 -1.3875 -1.2124 -0.036 -0.061 -0.077
H -7.9493 -2.7203 -0.2486 0.001 0.013 -0.100
H -9.2865 -0.7343 0.2085 -0.102 0.070 0.026
H -7.8555 0.2107 0.6039 0.003 0.153 0.059
H -8.3512 -1.1184 1.6544 -0.032 0.015 0.143



Entry 2:
10
Properties=species:S:1:pos:R:3:forces:R:3 method="wB97M-V/def2-TZVPD" de_lowest_kcal_mol=15.4 e_tot_ev=-35008.5986 total_charge=-1 gap_ev=9.19
C -0.9437 0.0108 -0.5872 -1.654 1.064 -0.369
O -0.0355 2.1640 1.2169 -0.839 -0.249 1.362
O 1.0931 -2.0669 -0.7081 -0.380 0.862 -0.538
O -0.2610 -2.1080 1.2812 -0.480 0.919 -0.476
O 1.3349 1.9054 -0.6842 0.277 -0.716 -0.784
O -1.1323 0.0644 -1.7918 0.470 -0.369 -0.912
O 1.1822 -0.0991 0.8784 -1.166 0.299 -0.768
S 0.2381 -1.3101 0.1713 1.540 -1.980 2.007
S 0.4028 1.2618 0.1984 1.191 0.690 -0.185
H -1.8786 0.1778 0.0252 1.041 -0.520 0.662



Entry 3:
25
Properties=species:S:1:pos:R:3:forces:R:3 method="wB97M-V/def2-TZVPD" s_squared=2.012 multiplicity=3 e_tot_ev=-20498.3249 total_charge=+1 gap_ev="5.38 / 6.03"
C 1.3090 0.1761 -0.6469 0.705 -0.678 1.994
C 1.3650 2.5677 -0.3910 -0.127 -2.186 0.517
C 0.3928 -0.0136 0.6312 -1.022 3.433 -2.123
C -0.5509 1.3597 0.7385 2.864 -2.018 -2.033
C -1.0116 -1.8637 -0.1819 0.681 2.066 3.150
C -1.5205 -3.1988 0.0869 0.146 0.318 4.308
N 2.1688 1.3518 -0.4714 -1.369 0.005 -1.264
N 0.3994 2.3959 0.6965 -0.584 3.541 1.574
N -1.4950 1.4539 -0.4400 2.747 -2.397 2.752
N -0.3816 -1.1677 0.7683 -0.973 -3.860 -1.534
I -3.2846 0.3514 -0.0688 -3.013 -1.249 0.101
H 1.7512 -0.8068 -0.9067 0.614 0.693 0.443
H 0.6619 0.3433 -1.4404 -1.150 0.801 -1.794
H 2.0015 3.4191 -0.2312 0.037 0.342 0.236
H 0.8844 2.6203 -1.3345 -0.667 0.545 -1.147
H 1.1096 -0.0292 1.3765 0.896 0.312 2.096
H -0.9195 1.3648 1.7521 -1.143 -0.046 -0.011
H -1.2222 -1.2763 -1.0316 0.276 0.052 -1.487
H -2.4504 -3.2549 0.7399 0.707 0.614 -1.031
H -0.7916 -3.6933 0.7814 -0.365 0.123 -0.826
H -1.6701 -3.7607 -0.7439 -0.440 -1.593 -2.521
H 2.9809 1.4332 0.0926 0.462 -1.034 0.649
H -0.1192 3.2851 0.9557 1.311 -1.168 -0.443
H -1.6407 2.3947 -0.5215 -0.623 3.324 -1.232
H -0.3139 -1.6297 1.6798 0.030 0.059 -0.375